(1)
42
Properties=species:S:1:pos:R:3:forces:R:3:lowdin_charge:R:1 method="wB97M-V/def2-TZVPD" e_above_lowest_kcal_mol=112.16 homo_energy_ev="-10.16 / -9.87" lumo_ev="-4.41 / -4.79" charge=+1 fmax_ha_per_bohr=0.0165 multiplicity=2 gap_ev="5.75 / 5.08"
Ir 0.515 -0.516 0.106 -0.62 0.30 -0.50 1.009
Se 2.152 -2.440 1.517 0.10 -0.18 -0.04 0.756
Se 3.964 -1.943 0.123 0.00 0.06 0.03 0.783
C 3.619 -0.081 -0.177 -0.02 -0.06 -0.02 -0.628
C 4.697 0.766 -0.355 0.02 0.02 -0.01 -0.083
C 4.461 2.128 -0.457 0.00 -0.01 0.01 -0.010
C 3.175 2.612 -0.282 0.01 0.02 0.00 0.015
C 2.149 1.709 -0.085 -0.01 0.00 0.01 -0.290
N 2.367 0.381 -0.132 -0.04 0.08 -0.05 -0.132
C 1.190 -3.287 0.084 -0.02 0.05 0.04 -0.672
C 1.127 -4.639 -0.167 0.05 0.00 0.00 -0.052
C 0.432 -5.059 -1.296 -0.01 -0.01 -0.03 -0.011
C -0.159 -4.117 -2.123 0.02 -0.03 0.01 -0.008
C -0.069 -2.776 -1.794 0.04 0.08 -0.06 -0.080
N 0.594 -2.379 -0.703 0.05 0.11 0.25 -0.190
H 5.702 0.369 -0.376 0.00 0.00 0.00 0.114
H 5.286 2.810 -0.609 0.00 0.00 0.00 0.128
H 2.967 3.672 -0.270 -0.01 0.00 0.01 0.136
H 0.718 2.730 1.159 0.07 0.02 -0.02 0.119
H 1.617 -5.340 0.494 -0.01 0.00 0.01 0.123
H 0.359 -6.113 -1.526 0.00 0.00 0.00 0.129
H -0.700 -4.411 -3.010 0.00 0.01 -0.01 0.126
H -0.529 -1.998 -2.389 -0.02 0.00 0.01 0.123
N -1.441 -1.094 0.537 -0.18 0.07 0.28 -0.053
H -2.072 -0.820 -0.219 0.02 -0.06 -0.08 -0.020
H -1.792 -0.557 1.336 -0.01 -0.02 0.03 0.048
H -1.598 -2.079 0.736 0.02 0.00 0.04 0.084
C 0.745 2.121 0.254 0.14 -0.09 0.13 -0.060
H -0.009 1.316 0.498 0.09 -0.03 0.21 -0.015
H 0.260 2.648 -0.565 0.00 0.01 -0.03 0.071
F -4.477 3.528 2.349 0.00 0.10 -0.14 0.155
C -3.736 2.503 1.971 -0.03 -0.38 0.13 -0.192
C -2.293 2.634 1.934 -0.03 0.02 0.27 -0.098
F -1.599 1.391 2.095 -0.10 0.02 -0.09 -0.094
C -2.506 2.973 0.567 0.14 0.05 -0.41 -0.310
F -2.382 4.231 0.142 0.23 -0.01 -0.05 0.129
C -2.968 1.997 -0.421 0.29 -0.01 0.70 -0.567
Se -2.003 1.202 -1.725 -0.01 -0.05 -0.54 0.744
C -4.296 1.874 0.124 -0.18 -0.09 -0.17 -0.260
F -5.276 2.619 -0.383 0.02 -0.10 -0.10 0.144
C -4.394 1.330 1.407 -0.12 0.13 0.27 -0.106
F -3.798 0.105 1.634 0.10 -0.04 -0.08 -0.004

=====

(2)
123
Properties=species:S:1:pos:R:3:forces:R:3:lowdin_charge:R:1 method="wB97M-V/def2-TZVPD" homo_energy_ev=-7.76 lumo_ev=0.58 charge=0 smiles="CCCCN(CCCCOC(=O)NCCCCOC(C)=O)C(=S)SCCC.CCCC#N.CCCC#N.CCCC#N.CCCC#N.CCCC#N" fmax_ha_per_bohr=0.0217 gap_ev=8.34
C 1.206 1.709 3.007 -0.02 -0.04 0.22 -0.096
C 2.042 0.469 2.695 0.14 0.32 -0.46 -0.237
C 1.474 -0.544 1.701 -0.30 -0.20 0.30 -0.206
C -0.008 -0.920 1.880 -0.23 -0.12 0.25 -0.163
N -0.915 -0.637 0.754 0.93 -0.06 -0.62 -0.215
C -0.683 -1.516 -0.408 -0.15 -0.34 0.08 -0.215
C -1.933 -2.355 -0.659 -0.09 0.11 0.21 -0.173
C -3.171 -1.492 -0.545 -0.06 0.21 -0.47 -0.183
C -4.443 -2.137 -1.049 0.03 0.15 0.32 -0.147
O -5.561 -1.795 -0.200 -0.18 -0.60 -0.28 0.011
C -6.156 -0.642 -0.516 0.12 0.24 0.15 -0.585
O -5.653 0.215 -1.203 -0.09 0.02 -0.34 0.107
N -7.402 -0.553 0.064 0.57 0.32 0.35 0.077
C -7.826 0.817 0.322 -0.43 -0.07 0.38 -0.183
C -7.045 1.552 1.423 -0.25 0.39 -0.30 -0.175
C -6.118 2.623 0.866 0.35 -0.11 0.01 -0.184
C -5.843 3.786 1.789 0.16 0.21 0.25 -0.175
O -5.358 4.934 1.062 -0.29 -0.07 -0.21 -0.034
C -4.204 4.732 0.365 0.47 0.17 0.39 -0.549
C -4.374 4.489 -1.099 -0.24 0.12 -0.13 0.018
O -3.128 4.797 0.893 -0.13 0.01 0.00 0.095
C -1.105 0.712 0.462 -0.54 0.15 0.18 -1.070
S -2.216 1.599 1.267 0.10 0.10 0.40 0.745
S -0.115 1.374 -0.822 0.13 -0.06 0.03 0.975
C -0.385 3.146 -0.639 0.02 -0.13 -0.55 -0.490
C 0.288 3.877 -1.797 0.14 -0.28 0.35 -0.316
C 1.745 3.508 -2.027 -0.02 0.28 -0.15 -0.140
H 1.585 2.590 2.501 -0.01 0.14 -0.21 0.067
H 1.233 1.928 4.069 0.03 0.10 0.22 0.067
H 0.160 1.599 2.748 -0.20 -0.01 -0.11 0.015
H 2.326 -0.046 3.605 -0.13 -0.14 0.29 0.100
H 2.978 0.822 2.266 0.32 -0.06 0.04 0.093
H 2.042 -1.456 1.839 0.21 -0.20 -0.12 0.084
H 1.642 -0.250 0.673 0.03 0.25 -0.22 0.071
H -0.420 -0.476 2.780 -0.15 0.24 0.11 0.108
H -0.072 -1.990 2.032 -0.12 -0.26 0.03 0.118
H -0.448 -0.973 -1.319 0.00 0.21 -0.03 0.056
H 0.162 -2.161 -0.205 0.28 -0.09 -0.02 0.087
H -1.960 -3.174 0.057 -0.14 -0.21 0.10 0.115
H -1.905 -2.772 -1.662 0.22 -0.21 -0.15 0.084
H -3.332 -1.144 0.466 0.04 -0.05 0.32 0.105
H -3.001 -0.597 -1.140 -0.02 0.24 -0.02 0.113
H -4.675 -1.793 -2.047 -0.03 -0.05 -0.32 0.121
H -4.397 -3.221 -1.041 -0.02 -0.21 0.13 0.124
H -7.417 -1.104 0.913 -0.24 -0.29 -0.14 0.136
H -7.797 1.373 -0.604 0.12 0.03 -0.27 0.112
H -8.870 0.766 0.612 -0.24 -0.08 0.04 0.111
H -6.503 0.850 2.048 0.11 -0.19 0.14 0.110
H -7.767 2.037 2.070 -0.13 0.06 0.23 0.086
H -6.561 3.034 -0.034 -0.16 0.07 -0.24 0.113
H -5.172 2.170 0.579 0.14 -0.08 -0.24 0.087
H -5.114 3.554 2.559 0.13 -0.19 0.19 0.107
H -6.743 4.125 2.282 -0.22 0.11 0.09 0.115
H -5.413 4.524 -1.390 -0.20 0.05 -0.09 0.079
H -3.982 3.508 -1.336 0.20 -0.25 -0.07 0.089
H -3.818 5.239 -1.646 0.21 0.09 -0.17 0.090
H 0.000 3.470 0.320 0.01 0.01 0.27 0.078
H -1.452 3.313 -0.673 -0.21 0.15 0.24 0.027
H -0.286 3.678 -2.693 -0.12 0.15 -0.31 0.103
H 0.237 4.935 -1.558 -0.19 0.26 -0.13 0.108
H 1.854 2.519 -2.456 0.04 -0.28 0.04 0.050
H 2.315 3.568 -1.105 0.13 -0.09 0.21 0.073
H 2.191 4.206 -2.728 0.12 0.12 -0.14 0.067
C 5.572 -1.488 -2.642 -0.24 -0.10 0.01 -0.130
C 5.392 -0.618 -1.408 0.06 0.02 -0.10 -0.259
C 5.000 -1.413 -0.156 0.11 0.18 -0.10 -0.177
C 3.729 -2.101 -0.339 -0.03 -0.06 0.06 -0.235
N 2.715 -2.618 -0.479 -0.07 -0.22 -0.12 0.176
H 4.642 -1.995 -2.909 -0.01 -0.02 0.08 0.070
H 5.878 -0.885 -3.490 0.06 0.01 -0.05 0.041
H 6.342 -2.243 -2.481 0.04 0.00 -0.02 0.073
H 4.629 0.141 -1.597 -0.01 0.01 0.04 0.109
H 6.326 -0.092 -1.201 -0.01 0.00 0.06 0.097
H 4.902 -0.752 0.707 0.01 -0.05 0.06 0.117
H 5.760 -2.159 0.083 0.03 0.01 0.02 0.111
C 7.409 3.454 -2.880 0.03 -0.01 0.03 -0.105
C 8.919 3.246 -2.889 -0.11 0.04 0.02 -0.257
C 9.372 2.220 -3.936 0.07 0.15 0.11 -0.188
C 8.780 0.909 -3.691 -0.07 -0.01 -0.11 -0.214
N 8.281 -0.106 -3.501 0.10 -0.10 0.08 0.175
H 6.884 2.533 -2.621 0.00 -0.02 -0.03 0.062
H 7.130 4.210 -2.148 -0.01 0.01 0.00 0.074
H 7.051 3.784 -3.857 -0.01 0.00 -0.01 0.079
H 9.253 2.921 -1.903 0.04 -0.01 0.00 0.111
H 9.421 4.191 -3.100 0.05 -0.01 -0.03 0.107
H 10.456 2.108 -3.927 0.02 0.02 -0.03 0.118
H 9.079 2.540 -4.937 0.01 0.00 -0.02 0.122
C -3.180 1.758 5.188 0.02 0.04 -0.01 -0.110
C -3.951 2.038 6.470 0.07 -0.01 -0.05 -0.256
C -5.353 1.417 6.465 0.16 0.03 0.07 -0.186
C -6.172 1.939 5.375 -0.10 0.01 0.02 -0.204
N -6.817 2.366 4.528 -0.04 0.04 0.01 0.187
H -3.680 2.194 4.322 -0.01 -0.02 -0.04 0.052
H -2.180 2.187 5.236 0.02 0.00 -0.02 0.074
H -3.076 0.687 5.011 -0.01 -0.03 -0.02 0.078
H -4.037 3.115 6.622 -0.03 0.01 0.03 0.112
H -3.405 1.638 7.326 -0.05 -0.01 0.04 0.107
H -5.871 1.623 7.401 -0.03 -0.03 0.01 0.117
H -5.291 0.334 6.349 0.01 -0.02 0.01 0.121
C 4.375 -5.691 2.267 0.01 0.01 -0.03 -0.106
C 5.728 -5.574 1.578 -0.10 -0.01 0.03 -0.258
C 6.862 -5.202 2.544 -0.06 -0.11 -0.10 -0.192
C 6.617 -3.914 3.183 0.02 -0.03 -0.10 -0.248
N 6.393 -2.888 3.642 -0.04 0.23 0.11 0.147
H 4.071 -4.740 2.705 0.01 0.01 0.02 0.069
H 3.606 -5.984 1.553 -0.01 0.00 -0.01 0.074
H 4.401 -6.439 3.061 0.00 -0.01 0.01 0.076
H 5.672 -4.826 0.786 0.03 0.00 -0.02 0.098
H 5.986 -6.521 1.102 0.06 0.00 0.00 0.108
H 7.814 -5.141 2.016 0.03 -0.02 0.02 0.117
H 6.964 -5.956 3.326 0.01 -0.03 0.00 0.120
C -3.227 -4.583 -5.003 0.01 0.01 -0.03 -0.108
C -1.943 -4.438 -5.810 -0.10 -0.03 0.04 -0.259
C -0.770 -3.924 -4.967 -0.08 -0.12 -0.13 -0.186
C -1.049 -2.608 -4.404 0.12 0.02 0.05 -0.229
N -1.269 -1.576 -3.955 -0.08 0.18 0.04 0.180
H -3.557 -3.619 -4.611 0.02 0.01 0.02 0.067
H -4.030 -4.979 -5.624 -0.01 -0.01 0.00 0.072
H -3.088 -5.262 -4.160 0.00 0.00 0.01 0.077
H -2.107 -3.759 -6.648 0.03 0.01 -0.02 0.111
H -1.661 -5.404 -6.233 0.05 0.00 0.00 0.106
H 0.138 -3.848 -5.565 0.03 -0.02 0.01 0.118
H -0.566 -4.607 -4.140 0.02 -0.01 0.01 0.122